DFT (ωB97M-V/def2-TZVPD) results for C4H8N2O2 in the gas phase at a distorted geometry.

Bonds (Å) are listed after each position.
Element x y z (Å)
1 C -1.70047 -1.94159 0.45883  N2 1.264, H9 1.174, H10 1.072
2 N -0.60575 -1.34379 0.25438  C1 1.264, N3 1.316
3 N -0.58425 -0.42388 -0.68595  N2 1.316, C4 1.405, H11 1.137
4 C 0.18263 0.63358 -0.16962  N3 1.405, C5 1.581, C7 1.540, H12 1.213
5 C 0.15429 1.95259 -1.04159  C4 1.581, O6 1.278, H13 1.268
6 O -0.61147 2.24682 -2.02177  C5 1.278
7 C 1.62638 0.29894 0.25059  C4 1.540, O8 1.403, H14 1.114, H15 1.027
8 O 1.86613 -0.25111 1.51918  C7 1.403, H16 1.084
9 H -2.57020 -1.72345 -0.29928  C1 1.174
10 H -2.03206 -2.66267 1.17929  C1 1.072
11 H -1.67054 -0.16839 -0.90354  N3 1.137
12 H -0.30050 1.14195 0.81973  C4 1.213
13 H 0.83469 2.76662 -0.34691  C5 1.268
14 H 1.90681 -0.51859 -0.45225  C7 1.114
15 H 2.21829 1.13138 0.14557  C7 1.027
16 H 1.28602 -1.13841 1.29334  O8 1.084

## Properties
E_tot	-417.0511	Ha
E_LUMO	0.5	eV
total charge	0
max |F|	6.2	eV Å⁻¹
ΔE to the lowest compared entry with this formula, charge and spin	5.5750	eV
HOMO energy	-9.68	eV

Results of the Löwdin charge analysis, in e, for atoms 1 through 8: number 1, C, carries -0.021; number 2, N, carries -0.098; number 3, N, carries -0.063; number 4, C, carries -0.339; number 5, C, carries -0.156; number 6, O, carries -0.013; number 7, C, carries -0.283; number 8, O, carries -0.102